No. 1
{"formula": "C22H23F2N8Ti", "method": "ωB97M-V/def2-TZVPD", "e_above_lowest_kcal_mol": 0.0, "gap_ev": 7.527, "mol_weight_g_mol": 485.34, "multiplicity": 1, "total_charge": 1, "homo_ev": -10.23, "lumo_ha": -0.0992, "elements": ["C", "H", "H", "N", "C", "C", "N", "C", "C", "N", "N", "H", "Ti", "H", "C", "C", "N", "C", "H", "H", "H", "H", "F", "C", "C", "C", "C", "H", "H", "H", "F", "C", "H", "H", "H", "N", "C", "H", "N", "H", "C", "C", "C", "H", "C", "H", "C", "H", "C", "C", "H", "N", "H", "C", "H", "H"], "coordinates": [[0.385, 3.954, 0.544], [-1.280, 1.475, 1.790], [-4.560, -0.485, -3.193], [-3.651, -1.224, -1.424], [-0.590, -3.381, 0.320], [-4.274, -1.430, -2.725], [-0.128, 1.158, -3.160], [-4.375, -1.551, -0.206], [3.033, 0.545, 1.064], [-1.733, -0.394, -2.450], [-0.543, 3.442, 1.433], [-3.600, -1.970, -3.391], [0.315, -0.421, -0.346], [-5.393, -1.822, -0.467], [-2.401, -0.738, -1.343], [3.940, -0.303, 3.078], [-1.728, -0.611, -0.198], [2.155, -1.423, 1.928], [-2.195, -0.215, -3.328], [2.178, 6.379, -0.899], [0.346, -5.681, 2.649], [-1.300, -3.308, -0.497], [2.043, -3.936, 3.408], [-0.552, -4.558, 1.041], [3.034, -1.344, 3.007], [1.811, 3.015, -1.171], [1.184, -3.724, 2.391], [4.668, 1.474, 2.077], [-5.171, -2.028, -2.597], [3.014, 4.457, -2.175], [-1.396, -5.551, 0.720], [0.850, 2.850, -0.173], [1.124, -1.375, -2.864], [3.012, -2.101, 3.771], [-4.420, -0.694, 0.470], [0.624, -0.905, -2.122], [0.841, 5.247, 0.310], [-2.166, -1.095, 0.574], [2.140, -0.449, 0.988], [4.630, -0.246, 3.910], [1.196, -2.520, 1.687], [2.270, 4.293, -1.408], [1.791, 5.394, -0.678], [0.473, 6.095, 0.872], [0.283, -2.343, 0.628], [2.997, 1.284, 0.276], [0.323, -4.757, 2.090], [-1.090, 3.959, 2.101], [3.962, 0.656, 2.076], [-0.360, 0.057, -2.261], [0.837, 1.204, -3.453], [0.205, 1.702, 0.292], [2.179, 2.170, -1.739], [-0.611, 2.112, 1.235], [-3.924, -2.398, 0.318], [-0.401, 2.056, -2.779]]}



No. 2
{"formula": "C17H23N2", "method": "ωB97M-V/def2-TZVPD", "e_above_lowest_kcal_mol": 0.0, "smiles": "CN[N+](C)(C)[C@H](c1ccccc1)c1ccc(C)cc1", "gap_ev": 9.698, "mol_weight_g_mol": 255.38, "multiplicity": 1, "total_charge": 1, "homo_ev": -12.02, "lumo_ha": -0.0852, "elements": ["H", "N", "N", "H", "C", "H", "H", "H", "H", "H", "H", "C", "H", "H", "H", "H", "H", "C", "C", "C", "H", "C", "C", "H", "H", "C", "H", "C", "H", "C", "H", "C", "H", "C", "C", "H", "C", "H", "H", "C", "C", "C"], "coordinates": [[-0.051, 3.225, -1.676], [0.419, 1.207, -1.173], [0.307, -0.095, -1.849], [-1.526, 2.332, -1.217], [2.949, -2.092, 0.619], [-0.540, -0.559, -1.559], [-4.718, -2.626, 1.739], [-1.869, 2.063, 0.990], [0.385, -1.086, -3.667], [3.013, -3.161, 0.403], [1.013, -1.890, -0.296], [0.459, -0.052, -3.316], [-2.373, -2.807, 1.793], [-0.278, 0.542, -3.892], [2.619, 1.635, 1.602], [4.892, -2.011, 1.607], [-4.117, 1.096, 1.464], [3.991, -1.464, 1.306], [1.800, 1.694, -1.441], [-0.567, 2.260, -1.726], [-0.135, -1.820, 1.481], [-2.022, 0.978, 1.065], [-1.002, -1.171, 1.309], [4.721, 0.437, 2.079], [1.457, 0.323, -3.565], [3.892, -0.094, 1.586], [-5.419, -1.260, 0.860], [0.368, 0.813, 0.263], [-0.727, 2.068, -2.803], [1.636, -0.019, 0.621], [2.233, 2.131, -0.554], [-2.260, -1.737, 1.563], [0.471, 1.779, 0.742], [-3.418, -0.952, 1.559], [-4.784, -1.544, 1.702], [-5.303, -1.221, 2.604], [1.795, -1.369, 0.272], [2.385, 0.839, -1.769], [1.778, 2.438, -2.235], [2.694, 0.582, 1.325], [-0.904, 0.161, 0.823], [-3.265, 0.424, 1.361]]}



No. 3
{"formula": "C14H42O11PRb4", "method": "ωB97M-V/def2-TZVPD", "e_above_lowest_kcal_mol": 17.9, "gap_ev": 7.379, "mol_weight_g_mol": 759.32, "multiplicity": 1, "total_charge": 1, "homo_ev": -11.45, "lumo_ha": -0.1497, "elements": ["H", "H", "H", "H", "O", "O", "C", "Rb", "H", "H", "H", "C", "H", "H", "C", "C", "H", "H", "H", "C", "H", "C", "H", "H", "H", "H", "H", "Rb", "H", "H", "O", "H", "O", "H", "H", "H", "H", "P", "H", "Rb", "H", "H", "H", "O", "C", "H", "O", "H", "O", "H", "H", "H", "H", "C", "H", "C", "C", "H", "O", "H", "C", "O", "O", "H", "H", "O", "H", "C", "Rb", "C", "C", "H"], "coordinates": [[0.326, -2.221, -23.767], [-4.154, -0.735, -24.048], [-2.445, -2.358, -29.132], [-5.498, -0.782, -30.626], [-4.256, -2.250, -24.526], [-0.870, -3.025, -28.281], [-4.562, -0.991, -31.150], [-2.464, 0.760, -26.223], [-0.406, 0.101, -23.974], [-5.120, 0.501, -27.061], [1.391, -2.852, -29.635], [-6.783, 1.463, -27.653], [-0.982, -5.678, -26.417], [-1.238, -2.824, -27.407], [-2.031, -6.425, -28.190], [-1.798, -6.356, -26.701], [-2.439, 1.042, -22.966], [-0.644, -1.164, -25.860], [-5.421, -3.269, -21.424], [1.525, -3.020, -28.564], [1.844, -1.967, -24.657], [-3.868, 0.762, -21.433], [-4.868, -1.868, -31.724], [-6.888, 0.631, -28.364], [-3.904, -2.867, -20.605], [-1.286, -6.911, -28.836], [-1.528, -7.330, -26.282], [-5.547, -4.850, -24.910], [-7.727, 1.434, -27.091], [0.226, -4.789, -28.452], [-2.182, -1.805, -26.115], [1.718, -1.369, -23.062], [-3.605, -3.778, -22.416], [-3.634, -3.115, -23.137], [-4.430, -0.147, -31.826], [-3.251, 0.630, -20.540], [-3.811, -0.793, -29.156], [-3.664, -2.187, -26.021], [-6.108, 2.811, -29.251], [-5.919, -2.941, -28.373], [-3.387, -5.177, -20.163], [-5.052, -4.935, -19.678], [-6.396, 3.556, -27.748], [-2.977, -5.934, -26.059], [-4.377, -4.941, -20.541], [-4.769, 0.169, -21.251], [-4.127, 0.187, -23.713], [-4.778, -5.730, -21.180], [-5.594, 1.328, -26.880], [-4.168, 1.807, -21.486], [0.397, -3.820, -26.930], [-2.530, -0.618, -22.506], [-3.256, -5.013, -26.268], [-3.159, 0.259, -22.676], [1.209, 0.584, -24.575], [-3.440, -1.076, -30.157], [0.337, -3.791, -28.022], [-2.607, -0.375, -30.337], [-4.523, -1.140, -26.820], [2.394, -3.682, -28.514], [1.129, -1.511, -23.974], [-3.933, -3.611, -26.638], [-2.990, -2.368, -29.934], [-7.807, 3.042, -28.712], [-2.048, -5.447, -28.688], [0.105, -0.544, -25.838], [1.545, -2.079, -28.021], [-6.797, 2.780, -28.405], [-6.853, -1.101, -25.163], [0.496, -0.236, -24.491], [-4.391, -3.602, -21.253], [-2.960, -6.940, -28.443]]}



No. 4
{"formula": "C2H9NSi2", "method": "ωB97M-V/def2-TZVPD", "e_above_lowest_kcal_mol": 46.5, "gap_ev": 8.634, "mol_weight_g_mol": 103.27, "multiplicity": 1, "homo_ev": -8.48, "lumo_ha": 0.0055, "elements": ["H", "H", "H", "Si", "H", "N", "C", "H", "H", "C", "H", "Si", "H", "H"], "coordinates": [[2.539, -0.616, -1.112], [-0.594, 2.059, 1.029], [-3.099, 0.236, 0.095], [0.861, -0.006, 0.496], [-0.973, -1.220, 1.542], [1.858, 0.017, -0.919], [-0.524, 1.290, 0.150], [-0.341, -2.325, 0.430], [-0.036, 1.814, -0.561], [-0.582, -1.267, 0.488], [1.888, 0.953, -1.320], [-1.749, -0.079, -0.406], [-1.894, -0.439, -1.864], [2.648, -0.417, 1.951]]}



Q: What is the multiplicity in the first record?
A: 1



Q: Look up the multiplicity of the second one.
A: 1